The following is a DFT calculation (ωB97M-V/def2-TZVPD) of C6H6O in the gas phase in a non-equilibrium geometry.

Structure (XYZ):
```
13
Properties=species:S:1:pos:R:3:forces:R:3:lowdin_charge:R:1
O -0.553642 1.532866 -1.405564 0.1 0.8 0.2 -0.060
C -0.427499 0.098044 -1.408425 0.0 -0.1 -0.1 -0.099
C -0.872290 -0.562857 1.029914 -0.1 -0.1 0.3 -0.088
C -0.065443 0.181713 0.084884 0.5 0.1 0.0 -0.498
C -0.368279 1.718239 -0.104022 -0.2 -0.5 -0.4 0.092
C -1.552759 -1.153548 1.826899 0.4 0.2 -0.4 0.136
C 1.478769 0.108674 0.283958 0.0 0.2 -0.2 -0.027
H 1.909615 -0.602504 -0.461683 -0.2 0.5 0.8 0.091
H -2.124164 -1.713493 2.523811 -0.1 0.0 0.1 0.025
H -1.384878 -0.326149 -1.678780 -0.1 -0.3 0.1 0.126
H 1.730682 -0.191091 1.314070 -0.1 0.2 -0.5 0.088
H 0.354614 -0.232960 -2.099634 -0.1 0.1 0.1 0.126
H 1.875273 1.143065 0.094571 0.0 -1.0 0.2 0.089
```
Forces are in eV/Å.

Values from the calculation:
**HOMO energy**: -8.9 eV
**Net charge**: 0
**LUMO**: 0.725 eV
**Frontier orbital gap**: 9.5815 eV
**E**: -307.2677 Ha

=====

The following is a DFT calculation (ωB97M-V/def2-TZVPD) of C5H10N2O in the gas phase in a non-equilibrium geometry.

Structure (XYZ):
```
18
Properties=species:S:1:pos:R:3:forces:R:3:lowdin_charge:R:1
O 0.113269 -2.016302 -0.302887 -0.3 -0.5 -0.4 0.067
N -0.027782 -0.660489 1.477176 0.3 -0.1 0.6 0.146
N -0.034904 -0.680885 0.060988 0.4 -0.2 0.3 -0.275
C 1.765707 1.135668 0.298238 -0.1 -0.2 0.0 -0.061
C -2.447791 -0.291649 -0.379500 -0.1 -0.2 0.2 -0.020
C 0.936589 0.278650 -0.650636 0.5 0.4 0.0 -0.289
C -0.274591 0.838199 -1.314486 0.0 -0.3 0.6 -0.036
C -1.158247 0.013475 -0.626625 -0.4 0.3 -0.8 -0.373
H 0.912972 -2.349191 0.140668 -0.1 0.4 0.1 0.129
H -2.714762 -1.161539 0.193693 0.0 -0.2 0.1 0.022
H -0.870716 -1.149436 1.782297 0.0 0.1 -0.3 0.109
H 2.317958 0.522245 1.014672 0.1 0.1 0.0 0.073
H 2.481347 1.699564 -0.298873 0.0 0.0 0.0 0.083
H 1.138757 1.850973 0.831797 0.0 0.0 0.0 0.078
H -0.403272 1.741151 -1.861360 -0.1 0.3 -0.3 0.075
H -0.116980 0.305811 1.781010 0.0 0.0 -0.2 0.107
H -3.234418 0.246270 -0.872008 -0.1 0.1 -0.1 0.030
H 1.616862 -0.322514 -1.274165 -0.1 -0.2 0.2 0.134
```
Forces are in eV/Å.

Values from the calculation:
**HOMO energy**: -5.9 eV
**Net charge**: 0
**LUMO**: 0.639 eV
**Frontier orbital gap**: 6.5753 eV
**E**: -381.0558 Ha

=====

The following is a DFT calculation (ωB97M-V/def2-TZVPD) of C5H8O in the gas phase.

Structure (XYZ):
```
14
Properties=species:S:1:pos:R:3:forces:R:3:lowdin_charge:R:1
O 1.020670 0.318202 -1.806957 -0.2 -0.1 0.1 0.007
C -1.707203 0.576292 -0.099609 0.0 -0.1 0.1 0.000
C 1.526934 0.706966 -0.608551 0.1 0.1 0.3 -0.223
C 0.175379 -0.895552 0.750932 0.0 0.0 0.0 -0.212
C 1.170570 0.225996 0.584111 0.0 0.1 -0.2 -0.121
C -1.241477 -0.603903 0.302902 -0.1 0.1 -0.1 -0.191
H -1.915097 -1.461754 0.319126 0.1 0.1 0.0 0.098
H 0.192623 -0.161886 -1.650849 0.1 0.0 -0.1 0.079
H 2.284162 1.476156 -0.733524 -0.1 -0.1 0.1 0.116
H -2.742675 0.702106 -0.402782 0.1 -0.1 0.0 0.057
H 0.525374 -1.780977 0.197030 -0.1 0.1 0.1 0.118
H 1.637594 0.653649 1.465391 0.0 -0.1 -0.2 0.098
H -1.071898 1.459016 -0.117415 -0.1 -0.1 0.0 0.064
H 0.145040 -1.214308 1.800195 0.0 0.1 -0.1 0.110
```
Forces are in eV/Å.

Values from the calculation:
**HOMO energy**: -8.9 eV
**Net charge**: 0
**LUMO**: 0.995 eV
**SMILES**: C=CC/C=C\O
**Frontier orbital gap**: 9.8453 eV
**E**: -270.5059 Ha

=====

The following is a DFT calculation (ωB97M-V/def2-TZVPD) of a molecular structure, C36H32BF4InP2 in a non-equilibrium geometry.

Structure (XYZ):
```
76
Properties=species:S:1:pos:R:3:forces:R:3:lowdin_charge:R:1
In -0.024208 -0.037810 0.841843 0.8 -0.6 0.3 1.082
P -1.761679 -1.910690 -0.076904 -1.9 -2.1 0.3 1.057
P 1.670602 1.964330 -0.056152 2.2 2.0 0.5 1.075
F 1.888264 0.398912 3.747165 -0.8 -0.7 -0.6 0.134
F 1.485785 -1.272140 2.166211 -0.8 0.6 -0.7 0.003
F -0.272592 -0.387730 3.330299 0.4 0.2 -0.9 0.041
F 1.386964 -1.708521 4.484586 -1.0 0.9 -1.5 0.175
C -5.167699 0.387404 0.253888 0.0 0.1 0.0 -0.055
C -4.547384 -2.316718 -0.067961 0.2 0.0 0.0 -0.082
C 0.788900 4.110269 -3.463782 0.0 0.0 0.1 -0.054
C 1.174325 5.738644 1.587089 0.1 -0.2 0.2 -0.041
C -1.654358 -2.816673 -1.671196 1.1 0.5 -0.6 -0.349
C 4.375847 2.309851 0.626507 -0.2 0.1 0.0 -0.065
C -1.647940 -3.209176 1.238539 0.0 0.3 0.2 -0.357
C 3.653818 0.009048 0.257513 0.1 0.5 0.2 -0.105
C -1.379094 -4.566438 1.002331 0.0 0.2 0.1 -0.065
C 4.935615 -0.430283 0.589896 0.0 0.0 -0.1 -0.045
C 1.832542 2.796528 -1.693128 -1.1 -0.6 -0.6 -0.350
C 1.560700 4.716257 0.716070 -0.2 -0.2 -0.2 -0.077
C -3.514385 -1.366469 0.005193 0.2 1.2 0.2 -0.373
C -3.830390 -0.001889 0.162294 -0.1 -0.7 -0.1 -0.099
C -6.194708 -0.557280 0.167769 0.4 -0.1 0.0 -0.033
C 5.659734 1.863827 0.937464 -0.3 -0.1 -0.2 -0.035
C 3.375058 1.386005 0.291946 -0.4 -1.1 0.1 -0.382
C -5.881476 -1.911635 -0.002403 0.3 0.2 0.0 -0.034
C -1.269368 -4.130449 -4.150391 -0.1 0.1 0.4 -0.031
C -0.258997 -4.137485 -3.182107 -0.1 0.0 0.1 -0.050
C 0.744356 3.549184 -2.186832 -0.1 -0.1 0.0 -0.107
C -1.837731 -2.772715 2.558912 0.6 -0.1 0.0 -0.105
C 5.933169 0.492639 0.921293 -0.2 0.0 -0.1 -0.034
C 2.990518 3.179582 -3.804795 -0.2 0.1 0.2 -0.041
C -1.584206 -3.627995 3.634592 -0.2 0.1 -0.3 -0.033
C -1.273351 -4.970317 3.397656 0.1 0.3 -0.3 -0.027
C 1.451893 3.372572 1.116075 -0.7 -0.1 0.1 -0.364
C -1.172309 -5.431331 2.081548 -0.4 0.1 0.0 -0.040
C -2.663375 -2.807754 -2.657095 -0.2 0.1 0.2 -0.061
C 1.040071 3.081180 2.427227 -0.3 0.0 -0.3 -0.095
C 1.903194 3.915874 -4.288435 0.1 -0.2 0.4 -0.032
C 2.950105 2.607149 -2.529055 0.1 -0.3 0.2 -0.056
C 0.576703 4.097845 3.261065 0.3 -0.1 0.0 -0.040
C 0.641357 5.429864 2.843779 0.1 0.0 -0.3 -0.036
C -0.442889 -3.479049 -1.965276 0.0 0.0 0.1 -0.109
C -2.482053 -3.490043 -3.866309 0.2 0.0 0.2 -0.040
B 1.126946 -0.751753 3.508429 1.6 -0.4 2.1 -1.149
H -1.420698 -4.947036 -0.008318 0.4 -0.1 0.0 0.103
H 0.353899 -3.498900 -1.214749 -0.2 0.0 -0.3 0.113
H -1.114851 -4.631903 -5.110452 -0.1 0.2 0.4 0.126
H -3.026136 0.740814 0.194284 -0.3 -0.1 0.0 0.077
H -0.143309 3.694635 -1.558110 0.3 0.0 -0.3 0.117
H -5.405768 1.443342 0.381156 0.0 -0.3 0.0 0.119
H -1.608529 -3.234876 4.650487 -0.2 -0.2 -0.3 0.128
H 6.933231 0.138048 1.166916 -0.3 0.1 0.0 0.122
H 3.803301 2.022095 -2.173279 -0.3 0.2 -0.2 0.113
H -3.303188 -3.535575 -4.583129 0.3 0.1 0.2 0.123
H 0.281262 6.226026 3.497474 0.1 -0.2 -0.2 0.123
H -0.045183 4.710798 -3.826648 0.2 -0.2 0.2 0.120
H 1.919343 4.339088 -5.295927 0.0 -0.1 0.4 0.125
H 3.882825 3.058490 -4.417274 -0.2 0.0 0.2 0.122
H -1.837172 1.065750 -3.687852 -0.7 0.3 0.3 0.014
H 0.669268 -4.679007 -3.363746 -0.2 0.2 0.0 0.121
H 1.926221 4.962691 -0.281941 -0.2 0.0 0.3 0.111
H -4.301339 -3.370418 -0.185129 -0.1 0.1 0.1 0.124
H -1.214915 0.800662 -3.943006 0.7 -0.3 -0.3 0.015
H -0.964575 -6.481755 1.892141 -0.1 0.2 0.0 0.120
H -3.612678 -2.296401 -2.469100 0.4 -0.2 -0.1 0.109
H 1.275126 6.774809 1.264734 -0.1 -0.3 0.1 0.122
H 6.430570 2.597372 1.183425 -0.2 -0.3 0.0 0.125
H -1.130509 -5.649197 4.239602 0.1 0.2 -0.3 0.125
H -7.232414 -0.236098 0.234544 0.2 -0.1 0.0 0.123
H 1.093718 2.051754 2.791410 -0.2 0.3 0.0 0.073
H -2.150456 -1.749227 2.737206 0.1 0.0 0.2 0.100
H -6.668739 -2.660786 -0.086034 0.2 0.2 0.1 0.125
H 4.141250 3.374463 0.640732 0.1 -0.2 0.1 0.117
H 2.854102 -0.697721 0.002478 0.4 0.1 0.1 0.084
H 0.174280 3.851579 4.244212 0.2 0.1 -0.2 0.125
H 5.155790 -1.498135 0.588539 0.0 0.3 0.0 0.121
```
Forces are in eV/Å.

Values from the calculation:
**HOMO energy**: -14.3 eV
**Net charge**: +2
**LUMO**: -8.817 eV
**Frontier orbital gap**: 5.4975 eV
**E**: -2687.8013 Ha

=====

The following is a DFT calculation (ωB97M-V/def2-TZVPD) of a molecular structure, C28H28O3P2Se4Ti.

Structure (XYZ):
```
66
Properties=species:S:1:pos:R:3:forces:R:3:mulliken_spin:R:1
Se -2.256810 3.129874 -0.766226 -0.1 0.0 0.0 0.001
Se -4.345282 2.493999 -1.684069 0.0 0.1 0.0 0.000
Se -4.909260 0.446933 -0.642140 0.1 0.0 0.0 0.000
Se -3.850032 -1.257149 -1.834367 0.0 0.0 0.0 0.000
Ti -2.090823 0.702699 -1.535208 -0.2 0.0 -0.5 -0.007
P 1.082423 0.328929 -0.521270 0.0 0.1 -0.1 -0.014
P -0.934384 -0.122749 1.565042 -0.1 0.0 0.1 -0.013
O -2.136621 2.149648 -4.109856 0.0 0.0 0.0 0.001
O -0.085333 0.232720 -1.490089 0.1 -0.2 0.2 0.045
O -2.013970 0.010626 0.538412 0.1 -0.1 0.0 0.008
C -2.068104 0.932491 -3.475300 0.0 0.2 0.3 -0.001
C -2.631093 2.207135 -5.433126 0.0 0.0 -0.1 0.000
C -1.282830 1.206093 5.433544 0.0 0.0 0.0 -0.002
C 3.614328 -2.468761 0.911717 0.0 0.0 0.0 -0.124
C 3.575600 3.922571 -1.946409 0.0 0.0 0.0 0.002
C -1.011517 -2.756194 0.903453 0.0 0.0 0.0 0.004
C 2.926010 -1.287358 0.767021 0.0 0.0 0.0 0.245
C 0.495225 0.884321 1.121756 0.0 0.1 0.0 0.067
C 0.539415 -2.231002 2.683435 0.0 -0.1 0.1 0.054
C 3.401897 -3.554844 0.053493 0.0 0.0 0.0 0.338
C -0.426126 -1.824193 1.762209 0.0 0.1 -0.1 -0.015
C -0.619666 -4.082850 0.962127 -0.1 0.1 0.0 0.017
C 2.076130 1.745370 -1.088583 0.1 -0.1 0.1 0.048
C -2.893485 0.857024 3.191889 0.0 0.0 0.0 0.002
C 1.783205 -2.235585 -1.185395 -0.1 0.1 0.0 0.127
C 2.224395 3.844690 -2.256296 0.0 0.0 0.0 0.001
C -2.633772 1.525425 5.487526 0.0 0.0 0.0 0.002
C 2.473498 -3.400322 -1.005575 0.0 0.0 0.0 -0.076
C -1.542017 0.522873 3.139919 0.0 0.0 0.0 0.000
C 3.437128 1.816496 -0.797286 0.0 0.0 0.0 -0.033
C 0.344264 -4.486357 1.879083 0.1 0.0 0.0 0.033
C 0.917197 -3.562250 2.739374 0.0 0.0 0.0 -0.064
C 1.963040 -1.128054 -0.292582 0.1 0.0 0.0 0.058
C -0.737223 0.708797 4.261398 0.0 0.0 0.0 -0.001
C -1.846910 -0.237690 -4.396183 0.0 0.0 0.0 -0.001
C -3.435208 1.354754 4.368220 0.0 0.0 0.0 -0.001
C 4.183598 2.906032 -1.221368 0.0 0.0 0.0 -0.001
C 1.472476 2.759460 -1.830485 0.0 0.0 0.0 0.008
H -1.064103 -4.799551 0.283797 0.0 0.0 0.0 0.007
H -0.965863 -0.055777 -5.026015 0.0 0.0 0.0 0.001
H -1.658366 -1.142855 -3.820744 0.0 0.0 0.0 0.000
H 3.953063 -4.476903 0.179461 0.0 0.0 0.0 0.051
H 4.159469 4.772107 -2.279448 0.0 0.0 0.0 0.000
H 1.302288 0.800473 1.852898 0.0 0.0 0.0 0.005
H -1.983766 1.688656 -6.146467 0.0 0.0 0.0 0.000
H -2.673144 3.262777 -5.697539 0.0 0.0 0.0 0.000
H 1.750735 4.628119 -2.834380 0.0 0.0 0.0 0.000
H 2.294694 -4.225554 -1.686100 0.0 0.0 0.0 0.001
H -4.484663 1.617293 4.404288 0.0 0.0 0.0 0.000
H 1.685579 -3.871953 3.436230 0.0 0.0 0.0 -0.002
H -3.499318 0.737940 2.301150 0.0 0.0 0.0 0.001
H 0.661534 -5.521028 1.912141 0.0 0.0 0.0 0.020
H 4.328860 -2.558904 1.724044 0.0 0.0 0.0 -0.005
H 3.124255 -0.478585 1.463345 0.0 0.0 0.0 0.084
H 5.241789 2.955787 -0.996220 0.0 0.0 0.0 -0.001
H 1.064241 -2.146673 -1.991436 0.0 0.0 0.0 0.047
H 0.320355 0.474220 4.227373 0.0 0.0 0.0 0.006
H -3.058426 1.916558 6.403753 0.0 0.0 0.0 0.000
H -3.638979 1.785353 -5.495815 0.0 0.0 0.0 0.000
H 1.011767 -1.519266 3.349152 0.0 0.0 0.0 0.053
H -0.654243 1.350263 6.303161 0.0 0.0 0.0 0.000
H 3.916106 1.004334 -0.263470 0.0 0.0 0.0 0.013
H -2.705967 -0.439704 -5.046399 0.0 0.0 0.0 0.000
H 0.419979 2.692485 -2.083058 0.0 0.0 0.0 0.003
H 0.152313 1.923293 1.077995 0.0 0.0 0.0 0.003
H -1.759532 -2.426492 0.190487 0.0 0.0 0.0 0.004
```
Forces are in eV/Å.

Values from the calculation:
**HOMO energy (spin up / spin down)**: -1.7 / -3.2 eV
**Net charge**: -1
**<S²>**: 0.762
**LUMO (spin up / spin down)**: 2.490 / 2.479 eV
**Frontier orbital gap (spin up / spin down)**: 4.1877 / 5.6415 eV
**E**: -12447.5507 Ha
**Multiplicity**: 2

=====

The following is a DFT calculation (ωB97M-V/def2-TZVPD) of 2 unconnected molecules or ions with the total composition C2H5N2S in a non-equilibrium geometry.

Structure (XYZ):
```
10
Properties=species:S:1:pos:R:3:forces:R:3:lowdin_charge:R:1
S 1.325816 0.132959 -3.917475 0.1 0.3 -0.5 1.040
N -0.013193 -0.183138 -0.993613 1.1 -0.8 0.0 0.031
N -0.284192 -0.236848 1.380965 -1.1 0.7 0.5 0.105
C 0.419869 -0.145259 0.230343 -1.2 -0.1 -0.6 -0.335
C 1.870007 -0.404982 -2.652871 0.6 -1.4 1.9 -0.397
H -1.264073 0.096979 1.465706 1.0 -0.7 -0.6 0.136
H -0.956399 -0.549507 -1.247627 0.8 0.8 0.9 0.092
H 1.491921 -0.030567 0.391553 0.0 0.0 -0.1 0.118
H 0.182625 -0.147532 2.276001 0.3 0.0 -0.4 0.108
H 2.545123 -0.979033 -1.913191 -1.5 1.3 -1.2 0.101
```
Forces are in eV/Å.

Values from the calculation:
**HOMO energy**: -13.7 eV
**Net charge**: +1
**LUMO**: -5.953 eV
**Frontier orbital gap**: 7.7198 eV
**E**: -586.5495 Ha